{"formula": "C22H17BNO4OsS3", "method": "ωB97M-V/def2-TZVPD", "e_tot_ev": -68411.6408, "charge": 1, "e_homo_ev": -10.30, "e_above_lowest_ev": 0.035, "symbols": ["Os", "O", "C", "C", "C", "C", "C", "S", "C", "C", "C", "C", "S", "C", "C", "C", "C", "S", "H", "H", "H", "H", "H", "H", "H", "H", "H", "C", "C", "O", "H", "H", "H", "O", "B", "O", "C", "C", "C", "C", "C", "C", "H", "H", "H", "H", "N", "C", "H"], "xyz": [[-0.7484, -0.2065, -1.2713], [-0.2389, -1.0658, 0.5993], [-1.3791, -0.9089, 1.3239], [-2.5752, -0.8501, 0.3596], [-3.2114, 0.2408, -0.1873], [-4.2176, -0.1249, -1.1333], [-4.2949, -1.4674, -1.3026], [-3.1729, -2.3214, -0.3248], [-1.5246, -2.0039, 2.3640], [-0.5255, -2.8401, 2.7542], [-0.9412, -3.7362, 3.7802], [-2.2359, -3.5492, 4.1430], [-2.9804, -2.2969, 3.2376], [-1.1870, 0.4247, 2.0998], [-0.0570, 1.3464, 1.7522], [0.1777, 2.2281, 2.9319], [-0.7273, 2.0973, 3.8959], [-1.8835, 0.8188, 3.5372], [-3.0487, 1.2610, 0.1360], [-4.8340, 0.5864, -1.6614], [-4.9489, -2.0142, -1.9628], [0.4552, -2.8131, 2.3031], [-0.3056, -4.4928, 4.2152], [-2.8115, -4.0968, 4.8716], [0.7918, 0.6976, 1.4810], [0.9983, 2.9298, 2.9723], [-0.7994, 2.6228, 4.8359], [-0.3962, 3.6708, 0.5660], [-0.3450, 2.1832, 0.4749], [-0.5043, 1.6567, -0.6102], [-1.1146, 3.9786, 1.3287], [-0.6754, 4.0789, -0.4010], [0.5765, 4.0701, 0.8612], [2.2909, -0.1276, -1.0656], [1.1973, -0.2378, -1.9456], [1.6657, -0.2987, -3.2651], [3.0383, -0.2424, -3.1863], [3.9591, -0.2768, -4.2070], [5.3018, -0.1985, -3.8389], [5.6825, -0.0927, -2.5059], [4.7369, -0.0603, -1.4814], [3.4169, -0.1365, -1.8593], [3.6527, -0.3633, -5.2402], [6.0628, -0.2232, -4.6070], [6.7338, -0.0380, -2.2580], [5.0234, 0.0142, -0.4413], [-1.5084, 0.8330, -4.0512], [-1.2214, 0.4274, -2.9848], [-1.3476, 0.9175, -5.0327]]}